a.
C2H4N3P in the gas phase. Source: the Open Molecules 2025 dataset; level of theory: ωB97M-V with the def2-TZVPD basis set.

XYZ file:
```
10
Properties=species:S:1:pos:R:3:mulliken_charge:R:1
C 1.534 -0.477 0.472 -0.442
C 0.417 -0.237 -0.460 0.248
N 1.389 -0.288 1.737 0.504
N 1.259 -0.194 2.864 -0.524
N -0.737 -0.048 -0.045 -0.422
P -2.262 -0.040 -0.823 -0.077
H 2.490 -0.453 0.137 0.346
H 0.865 -0.147 -1.481 0.284
H -2.073 0.689 -2.047 0.022
H -2.882 1.194 -0.354 0.061
```

Total charge: 0
Gap between HOMO and LUMO: 8.979 eV

=====

b.
A molecular structure, C2H4N3P. Source: the Open Molecules 2025 dataset; level of theory: ωB97M-V with the def2-TZVPD basis set.

XYZ file:
```
10
Properties=species:S:1:pos:R:3:mulliken_charge:R:1
C 2.021 -0.523 -0.141 -0.588
C 0.635 -0.666 -0.376 0.166
N 2.262 0.796 0.023 0.019
N 1.364 1.560 0.111 -0.198
N -0.076 0.420 -0.209 -0.107
P -1.723 0.538 -0.072 -0.179
H 2.880 -1.185 -0.237 0.370
H 0.254 -1.560 -0.788 0.380
H -1.961 0.731 -1.418 0.050
H -1.507 1.814 0.613 0.086
```

Total charge: 0
Gap between HOMO and LUMO: 9.352 eV

=====

The least stable of them is b.

=====

a.
C5H4N2O3 in the gas phase. Source: the Open Molecules 2025 dataset; level of theory: ωB97M-V with the def2-TZVPD basis set.

XYZ file:
```
14
Properties=species:S:1:pos:R:3:mulliken_charge:R:1
O -1.997 -0.345 -3.219 -0.442
C -1.138 0.316 -2.689 -0.162
C -0.604 0.026 -1.330 0.505
N -1.059 -0.987 -0.625 -0.393
O -0.395 -0.963 0.545 -0.101
C 0.520 0.019 0.537 0.411
C 0.389 0.745 -0.610 -0.248
C 1.382 0.168 1.734 0.483
N 1.799 1.298 2.176 -0.709
H -0.718 1.225 -3.168 0.286
H 0.864 1.683 -0.880 0.282
O 1.067 -0.687 2.697 -0.505
H 1.889 2.000 1.445 0.211
H 0.953 -0.007 3.500 0.383
```

Total charge: 0
SMILES: [H]/N=C(/O)c1cc(C=O)no1
Gap between HOMO and LUMO (spin up / spin down): 9.725 / 9.725 eV

=====

b.
3 unconnected molecules or ions with the total composition C5H4N2O3. Source: the Open Molecules 2025 dataset; level of theory: ωB97M-V with the def2-TZVPD basis set.

XYZ file:
```
14
Properties=species:S:1:pos:R:3:mulliken_charge:R:1
O 4.707 2.326 1.020 -0.534
C 4.207 2.033 -0.030 0.574
O 2.894 1.558 -0.008 -0.295
C 2.302 1.053 -1.097 0.584
N 2.727 1.261 -2.286 -0.501
C 4.045 1.658 -2.408 -0.157
C 4.829 1.918 -1.333 -0.380
C 1.588 -0.205 -0.750 0.485
N 1.147 -1.194 -1.307 -0.598
H 4.381 1.885 -3.420 0.390
H 5.849 2.283 -1.439 0.382
O 3.071 -1.226 0.036 -0.793
H 3.289 -0.769 0.856 0.318
H 2.264 -2.045 -0.700 0.526
```

Total charge: 0
Gap between HOMO and LUMO: 8.767 eV

=====

The least stable of them is b.

=====

a.
8 unconnected molecules or ions with the total composition H17O8. Source: the Open Molecules 2025 dataset; level of theory: ωB97M-V with the def2-TZVPD basis set.

XYZ file:
```
25
Properties=species:S:1:pos:R:3:mulliken_charge:R:1
O -0.850 -0.216 0.267 -0.384
H -0.510 0.725 0.352 0.443
H -0.632 -0.781 -0.593 0.498
H -0.349 -0.846 0.994 0.557
O 3.118 -1.241 0.972 -0.589
H 3.234 -0.681 0.203 0.300
H 2.364 -1.142 1.385 0.318
O -1.974 0.166 -2.954 -0.616
H -1.670 1.058 -2.822 0.292
H -1.307 -0.058 -3.640 0.332
O 0.542 2.140 -0.160 -0.701
H 0.539 2.540 -1.063 0.285
H -0.046 2.710 0.492 0.423
O 0.854 0.020 2.309 -0.630
H 1.294 0.718 2.847 0.287
H 0.593 -0.614 2.955 0.284
O 0.194 -2.682 1.046 -0.528
H 0.250 -3.164 0.260 0.278
H -0.277 -3.070 1.661 0.247
O -1.865 3.198 0.746 -0.569
H -2.192 3.444 0.039 0.228
H -2.052 3.838 1.484 0.331
O 0.305 -1.793 -1.840 -0.715
H 0.842 -2.090 -2.634 0.331
H -0.416 -2.168 -2.305 0.299
```

Total charge: +1
Gap between HOMO and LUMO: 10.592 eV

=====

b.
A molecular structure, H17O8. Source: the Open Molecules 2025 dataset; level of theory: ωB97M-V with the def2-TZVPD basis set.

XYZ file:
```
25
Properties=species:S:1:pos:R:3:mulliken_charge:R:1
O 1.338 -1.002 0.180 -0.641
H 2.088 -0.391 0.383 0.418
H 0.689 -1.512 0.724 0.373
O 2.099 1.376 -0.467 -0.544
H 1.897 1.871 0.372 0.379
H 2.837 1.834 -0.895 0.334
O 0.998 1.792 1.867 -0.645
H 0.332 1.150 2.189 0.376
H 1.157 2.426 2.571 0.302
O -2.313 -0.839 0.263 -0.895
H -3.261 -0.903 0.122 0.185
H -1.630 -1.458 -0.433 0.351
O -0.556 -1.967 -0.770 -0.723
H -0.736 -2.866 -1.039 0.233
H 0.530 -1.277 -0.703 0.655
O -1.469 1.004 -1.470 -0.710
H -2.021 1.790 -1.521 0.311
H -1.867 0.337 -0.834 0.467
O -0.766 -0.220 2.253 -0.695
H -0.961 -0.505 3.149 0.296
H -1.508 -0.506 1.672 0.391
O 0.788 -0.097 -1.854 -0.560
H -0.142 0.179 -2.146 0.419
H 1.055 -0.605 -2.632 0.346
H 1.420 0.389 -0.983 0.577
```

Total charge: +1
Gap between HOMO and LUMO: 10.849 eV

=====

The least stable of them is a.